ORCA calculation (ωB97M-V/def2-TZVPD) on a single C2H3N3 molecule at a distorted geometry.

The geometry in ORCA input format:
```
! wB97M-V def2-TZVPD RIJCOSX def2/J DEFGRID3
* xyz 0 1
N 0.93 -0.28 0.38
C -1.28 0.02 1.00
N -1.67 0.34 -0.06
N -0.57 0.42 -1.34
C 0.59 0.07 -0.82
H 1.93 -0.47 0.52
H -1.13 -0.23 2.04
H 1.21 0.14 -1.73
*
```

The value obtained for the largest force on an atom is 1.7 eV Å⁻¹. For the HOMO-LUMO gap, the calculation gives 0.3280 Eh. Its HOMO energy is -0.3324 Eh.

---

ORCA calculation (ωB97M-V/def2-TZVPD) on 6 unconnected molecules or ions with the total composition C29H54F8O11S5Si at a distorted geometry.

The geometry in ORCA input format:
```
! wB97M-V def2-TZVPD RIJCOSX def2/J DEFGRID3
* xyz 0 1
C 0.61 -1.40 -1.52
C 0.84 -2.17 -0.21
Si -0.33 -3.57 0.21
C -1.07 -3.20 1.90
C 0.05 -3.24 2.95
C -0.51 -3.11 4.37
C 0.41 -3.60 5.46
F 0.04 -4.81 5.93
F 1.69 -3.73 5.03
C 0.47 -2.66 6.68
F -0.76 -2.41 7.15
F 1.03 -1.49 6.33
F 1.19 -3.18 7.67
C -1.71 -3.87 -1.08
O -1.70 -5.16 -1.74
C -0.82 -5.37 -2.71
F -0.57 -4.27 -3.44
F 0.38 -5.79 -2.24
F -1.28 -6.32 -3.52
H 1.58 -1.07 -1.91
H 0.16 -2.00 -2.31
H 0.04 -0.49 -1.35
H 1.87 -2.56 -0.17
H 0.76 -1.50 0.63
H 0.42 -4.85 0.35
H -1.85 -3.93 2.15
H -1.54 -2.21 1.90
H 0.73 -2.41 2.76
H 0.61 -4.17 2.84
H -1.45 -3.66 4.46
H -0.72 -2.05 4.55
H -2.66 -3.87 -0.54
H -1.80 -3.07 -1.82
O 1.83 -0.02 1.82
S 1.98 1.32 1.30
O 1.09 1.79 0.26
C 2.00 2.48 2.66
C 3.47 2.56 3.05
C 4.28 2.61 1.74
C 3.70 1.52 0.82
H 1.35 2.12 3.45
H 1.64 3.43 2.26
H 3.67 3.42 3.68
H 3.75 1.66 3.61
H 4.16 3.59 1.27
H 5.34 2.44 1.91
H 3.73 1.79 -0.23
H 4.17 0.56 0.96
O -1.69 -0.43 4.54
S -1.05 0.56 5.37
O 0.18 1.18 4.93
C -2.25 1.81 5.80
C -2.88 1.29 7.09
C -1.72 0.75 7.94
C -0.84 -0.11 7.03
H -2.95 1.93 4.97
H -1.71 2.74 5.97
H -3.44 2.07 7.60
H -3.58 0.48 6.86
H -1.14 1.59 8.33
H -2.08 0.17 8.79
H 0.21 -0.07 7.28
H -1.18 -1.15 6.99
O -1.35 0.37 -3.45
S -0.28 1.29 -3.76
O 1.07 1.05 -3.34
C -0.31 1.62 -5.52
C -1.26 2.81 -5.67
C -0.90 3.77 -4.53
C -0.79 2.94 -3.25
H -0.64 0.72 -6.04
H 0.71 1.88 -5.82
H -1.16 3.28 -6.65
H -2.29 2.48 -5.55
H 0.05 4.25 -4.75
H -1.65 4.56 -4.43
H -0.04 3.32 -2.56
H -1.75 2.84 -2.74
O 5.49 -0.41 -0.55
S 6.24 -1.59 -0.18
O 7.39 -1.48 0.68
C 5.07 -2.79 0.47
C 4.62 -3.57 -0.76
C 5.89 -3.83 -1.59
C 6.66 -2.50 -1.68
H 4.27 -2.26 0.98
H 5.62 -3.42 1.17
H 4.12 -4.49 -0.48
H 3.91 -2.97 -1.34
H 6.50 -4.58 -1.09
H 5.65 -4.20 -2.58
H 7.74 -2.63 -1.70
H 6.34 -1.90 -2.52
O -3.53 4.97 -6.24
S -4.69 4.23 -5.80
O -4.57 3.25 -4.75
C -6.00 5.39 -5.42
C -6.73 5.58 -6.74
C -6.86 4.18 -7.35
C -5.49 3.50 -7.24
H -5.55 6.30 -5.02
H -6.63 4.93 -4.66
H -7.70 6.05 -6.59
H -6.14 6.22 -7.40
H -7.60 3.61 -6.80
H -7.19 4.22 -8.39
H -5.55 2.43 -7.09
H -4.85 3.71 -8.10
*
```

The value obtained for the largest force on an atom is 5.0 eV Å⁻¹. For the HOMO-LUMO gap, the calculation gives 0.3619 Eh. Its SMILES is CC[Si@@H](CCCC(F)(F)C(F)(F)F)COC(F)(F)F.O=S1(=O)CCCC1.O=S1(=O)CCCC1.O=S1(=O)CCCC1.O=S1(=O)CCCC1.O=S1(=O)CCCC1. Its HOMO energy is -0.3442 Eh.

---

ORCA calculation (ωB97M-V/def2-TZVPD) on 2 unconnected molecules or ions with the total composition C5H14N2 at a distorted geometry.

The geometry in ORCA input format:
```
! wB97M-V def2-TZVPD RIJCOSX def2/J DEFGRID3
* xyz 0 1
C 0.74 -0.74 0.36
C 0.01 2.29 -1.34
C -2.35 -0.03 0.11
C 1.27 -2.05 -0.14
C 0.92 -0.44 1.82
N 0.33 1.48 -0.21
N 0.73 0.28 -0.49
H 0.74 0.00 -1.49
H -1.53 -0.83 0.33
H 0.23 1.80 -2.30
H 0.59 3.22 -1.29
H -2.53 0.06 -0.95
H -3.30 -0.19 0.62
H -1.93 0.88 0.52
H -1.05 2.56 -1.32
H 2.31 -2.22 0.18
H 1.26 -2.11 -1.22
H 0.68 -2.88 0.27
H 0.38 -1.17 2.43
H 1.97 -0.48 2.12
H 0.55 0.56 2.02
*
```

The value obtained for the largest force on an atom is 2.3 eV Å⁻¹. For the HOMO-LUMO gap (spin up / spin down), the calculation gives 0.2874 / 0.2875 Eh. Its HOMO energy (spin up / spin down) is -0.2542 / -0.2542 Eh.

---

ORCA calculation (ωB97M-V/def2-TZVPD) on a molecular structure, C4H7O2Rb at a distorted geometry.

The geometry in ORCA input format:
```
! wB97M-V def2-TZVPD RIJCOSX def2/J DEFGRID3
* xyz -1 2
O 3.58 1.00 0.09
C 2.80 -0.02 0.17
C 1.78 -0.36 -0.69
H 1.45 -1.40 -0.72
H 2.90 -0.65 1.08
H 1.55 0.28 -1.55
Rb 5.11 3.50 -1.48
C -2.99 -0.43 -0.07
C -1.89 0.10 0.50
O -3.63 -1.54 0.35
H -3.64 0.19 -0.70
H -1.45 -0.35 1.40
H -1.66 1.15 0.31
H -3.90 -1.47 1.30
*
```

The value obtained for the largest force on an atom is 2.8 eV Å⁻¹. For the HOMO-LUMO gap (spin up / spin down), the calculation gives 0.1147 / 0.2058 Eh. Its expectation value of S² is 0.750. Its HOMO energy (spin up / spin down) is -0.0268 / -0.1042 Eh.